Below is the molecule C6H12O, with properties calculated with the ωB97M-V functional and the def2-TZVPD basis.

Calculated values
DFT total energy   -8460.48443 eV
Energy relative to the best compared isomer or geometry (same formula, charge and spin)   3.869 eV
Kohn-Sham gap   8.98 eV
E_LUMO   0.0257 Eh

Each line ends with the Löwdin charge.
Element x y z (Å)
C 2.330 0.209 -0.307  -0.04
C 1.116 -0.234 0.493  -0.46
O 1.556 -0.373 1.834  -0.04
C -0.033 0.774 0.414  -0.16
C -0.788 0.767 -0.959  -0.26
C -2.109 0.539 -0.341  -0.03
C -2.407 -0.917 -0.218  -0.17
H 2.097 0.294 -1.374  0.08
H 3.142 -0.511 -0.179  0.08
H 2.678 1.183 0.055  0.09
H 0.762 -1.208 0.108  0.14
H 0.807 -0.679 2.362  0.09
H 0.330 1.783 0.634  0.13
H -0.388 -0.038 -1.602  0.11
H -0.672 1.729 -1.466  0.10
H -0.738 0.547 1.235  0.11
H -1.600 -1.633 -0.453  0.07
H -3.203 -1.051 -0.970  0.09
H -2.881 -1.179 0.735  0.07